# 1
{"formula": "C25H38CaP2", "method": "ωB97M-V with the def2-TZVPD basis set", "lumo_energy_ev": [-0.0097, -0.2139], "relative_energy_kj_mol": 634.0, "homo_ev": [-4.109, -4.520], "multiplicity": 1, "gap_ev": [4.0989, 4.3063], "molar_mass_g_mol": 440.6, "symbols": ["P", "P", "C", "C", "H", "H", "H", "H", "C", "H", "H", "H", "C", "H", "H", "H", "C", "H", "H", "H", "C", "H", "H", "H", "Ca", "C", "C", "C", "C", "C", "C", "C", "C", "C", "H", "H", "H", "H", "H", "H", "H", "H", "H", "H", "H", "H", "H", "H", "H", "C", "C", "C", "C", "C", "C", "C", "C", "C", "C", "H", "H", "H", "H", "H", "H", "H"], "coordinates": [[0.057, 2.322, -1.226], [0.638, -1.017, 1.406], [1.305, 1.301, -0.276], [1.498, -0.222, -0.093], [1.093, 1.635, 0.759], [2.241, 1.725, -0.637], [1.244, -0.815, -0.983], [2.582, -0.396, -0.020], [2.248, -1.283, 2.300], [1.999, -0.952, 3.316], [3.053, -0.641, 1.933], [2.582, -2.332, 2.260], [0.191, -2.782, 0.993], [1.027, -3.441, 0.726], [-0.692, -3.010, 0.321], [-0.243, -3.176, 1.924], [0.910, 3.443, -2.313], [0.310, 4.363, -2.346], [1.001, 3.037, -3.324], [1.921, 3.703, -1.973], [-1.390, 1.773, -2.201], [-1.477, 0.677, -2.182], [-1.355, 2.168, -3.218], [-2.308, 2.168, -1.720], [-0.495, -1.758, -1.438], [1.034, -3.294, -1.999], [2.201, -2.893, -1.419], [3.239, -2.024, -2.066], [2.733, -1.136, -3.197], [1.353, -0.495, -3.007], [0.169, -0.996, -3.486], [0.012, -2.352, -4.124], [0.855, -3.464, -3.475], [-0.746, 3.295, 0.049], [0.242, -3.837, -1.415], [2.562, -3.419, -0.524], [4.035, -2.679, -2.471], [3.776, -1.428, -1.300], [3.468, -0.318, -3.257], [2.816, -1.670, -4.152], [1.415, 0.569, -2.752], [-0.713, -0.355, -3.670], [0.291, -2.251, -5.167], [-1.047, -2.663, -4.122], [0.304, -4.406, -3.596], [1.823, -3.594, -3.974], [-1.408, 2.679, 0.681], [-1.341, 4.064, -0.477], [-0.015, 3.809, 0.692], [-4.987, 1.352, 4.584], [-5.059, 1.002, 3.212], [-3.903, 0.842, 2.442], [-2.603, 1.028, 3.003], [-1.376, 0.978, 2.322], [-0.186, 1.351, 2.898], [-0.131, 1.601, 4.302], [-1.292, 1.589, 5.049], [-2.550, 1.373, 4.431], [-3.738, 1.528, 5.168], [-5.866, 1.466, 5.179], [-6.044, 0.838, 2.768], [-3.949, 0.590, 1.381], [0.759, 1.438, 2.397], [0.831, 1.813, 4.757], [-1.295, 1.783, 6.130], [-3.608, 1.793, 6.216]], "forces_ev_per_angstrom": [[-0.87, -0.52, 1.20], [0.61, 0.51, 0.04], [-0.57, -0.32, 0.61], [-0.67, -0.80, -0.20], [0.23, 0.42, -0.73], [0.06, 0.10, 0.09], [0.92, 0.94, -0.11], [-0.51, 0.11, -0.02], [-0.38, -0.39, 0.56], [0.47, -0.46, 0.05], [-0.23, -0.08, -0.02], [-0.03, 0.32, 0.26], [-0.17, -1.08, -0.11], [-0.36, 0.13, 0.01], [0.74, 0.24, 0.79], [0.29, 0.34, 0.06], [0.61, 0.66, -0.38], [0.18, -0.22, -0.12], [-0.07, -0.07, 0.14], [-0.32, -0.09, 0.09], [-0.40, -0.39, 0.58], [-0.04, 0.46, -0.26], [0.25, -0.30, 0.03], [0.66, -0.20, -0.08], [-1.55, 1.40, 0.99], [0.55, -2.21, -0.29], [0.59, -0.44, 0.62], [0.38, -0.78, 0.05], [-0.06, 0.86, -0.05], [1.94, 0.74, 0.07], [-2.57, 0.01, -1.65], [0.11, 0.18, -0.37], [-0.48, -0.17, -0.35], [-0.02, 1.14, -0.05], [1.29, -0.40, -0.26], [-0.36, 0.57, 0.10], [-0.10, 0.14, 0.07], [-0.37, -0.18, -0.20], [-0.17, -0.11, -0.23], [-0.22, 0.09, 0.12], [-0.14, -0.22, -0.25], [0.74, -0.03, -0.25], [0.00, -0.33, -0.63], [0.16, 0.16, 0.00], [0.15, -0.02, -0.20], [-0.21, 0.15, 0.16], [0.38, -0.25, -0.19], [0.18, -0.21, 0.22], [-0.19, -0.24, -0.17], [1.70, -0.09, -0.22], [0.55, -0.17, -0.41], [-0.29, 0.15, 0.57], [0.10, 0.70, 2.46], [0.22, 0.43, -2.81], [-1.88, 0.13, 2.26], [-0.37, 0.09, -0.21], [0.29, 0.09, 0.09], [0.01, -0.31, -1.19], [-0.81, -0.17, -0.10], [-0.53, 0.06, 0.19], [0.33, 0.09, 0.02], [-0.08, 0.00, 0.22], [0.50, -0.19, -0.37], [-0.01, 0.07, 0.22], [0.17, -0.04, -0.44], [-0.35, -0.02, -0.05]]}

***

# 2
{"formula": "C25H38ClFeO5PS2Sb2", "method": "ωB97M-V with the def2-TZVPD basis set", "lumo_energy_ev": [2.5143, 2.4807], "total_charge": -1, "relative_energy_kj_mol": 0.0, "homo_ev": [-4.823, -5.130], "multiplicity": 6, "gap_ev": [7.3370, 7.6108], "molar_mass_g_mol": 848.5, "symbols": ["Fe", "C", "C", "O", "P", "S", "S", "O", "C", "C", "H", "H", "H", "H", "H", "H", "H", "H", "H", "H", "C", "Sb", "C", "C", "C", "C", "C", "C", "C", "C", "C", "Sb", "C", "C", "H", "H", "H", "H", "H", "H", "H", "H", "H", "H", "H", "H", "H", "H", "H", "H", "H", "H", "H", "H", "C", "C", "C", "C", "Cl", "C", "C", "C", "O", "C", "C", "O", "O", "H", "H", "H", "H", "H", "H", "H", "H"], "coordinates": [[-0.709, -0.816, 1.758], [2.340, -5.366, 6.207], [1.467, -4.989, 5.027], [1.905, -3.754, 4.488], [0.757, -2.580, 4.203], [-1.437, 0.238, 3.445], [0.778, -2.577, 2.120], [1.701, -1.274, 4.523], [1.687, -0.857, 5.888], [1.843, 0.645, 5.958], [2.030, -6.328, 6.622], [2.266, -4.610, 6.990], [3.383, -5.439, 5.899], [0.417, -4.916, 5.337], [1.527, -5.753, 4.246], [2.501, -1.363, 6.419], [0.742, -1.155, 6.357], [2.802, 0.957, 5.541], [1.789, 0.980, 6.996], [1.037, 1.116, 5.395], [1.066, -3.117, -3.776], [0.669, -2.618, -1.711], [2.760, -2.412, -1.262], [0.193, -0.537, -2.174], [1.251, 0.244, -2.869], [1.215, 0.290, -4.268], [2.162, 0.963, -5.016], [3.188, 1.630, -4.364], [3.230, 1.608, -2.981], [2.284, 0.928, -2.206], [2.508, 0.980, -0.711], [1.032, 1.069, 0.877], [2.568, 1.367, 2.325], [0.437, 3.095, 0.631], [1.789, -2.421, -4.204], [0.145, -3.083, -4.358], [1.470, -4.129, -3.827], [3.221, -1.655, -1.897], [3.229, -3.378, -1.457], [2.898, -2.171, -0.209], [-0.164, -0.073, -1.263], [-0.683, -0.628, -2.822], [0.401, -0.219, -4.773], [2.092, 0.977, -6.097], [3.943, 2.168, -4.923], [4.027, 2.136, -2.469], [3.092, 1.880, -0.501], [3.144, 0.143, -0.404], [3.314, 2.071, 1.954], [3.029, 0.407, 2.554], [2.117, 1.751, 3.237], [1.307, 3.750, 0.673], [-0.263, 3.342, 1.428], [-0.074, 3.196, -0.323], [-4.808, 1.025, -4.514], [-4.795, 2.128, -3.496], [-5.088, 3.437, -3.842], [-5.067, 4.437, -2.882], [-5.446, 6.078, -3.348], [-4.740, 4.152, -1.573], [-4.438, 2.846, -1.211], [-4.481, 1.835, -2.162], [-4.252, 0.521, -1.910], [-4.044, 0.077, -0.574], [-2.584, 0.206, -0.140], [-2.018, 1.288, -0.256], [-2.075, -0.876, 0.328], [-5.039, 1.417, -5.504], [-5.546, 0.264, -4.256], [-3.841, 0.521, -4.551], [-5.335, 3.680, -4.867], [-4.700, 4.944, -0.838], [-4.115, 2.637, -0.203], [-4.338, -0.969, -0.555], [-4.674, 0.638, 0.121]], "forces_ev_per_angstrom": [[-0.39, -0.02, 0.28], [0.00, 0.01, 0.00], [-0.02, -0.03, -0.04], [0.05, 0.05, 0.10], [-0.02, -0.02, 0.03], [0.21, -0.01, -0.13], [-0.03, 0.02, -0.18], [0.02, -0.02, 0.01], [0.03, 0.00, 0.00], [-0.02, -0.01, -0.02], [0.00, 0.00, -0.01], [0.00, 0.00, 0.00], [0.00, 0.00, 0.00], [0.00, 0.00, 0.00], [-0.01, 0.00, 0.00], [-0.01, 0.00, 0.01], [0.00, -0.01, -0.01], [-0.01, 0.00, -0.02], [0.02, 0.00, 0.00], [-0.01, 0.02, -0.01], [0.01, -0.01, 0.02], [-0.03, 0.02, -0.02], [0.01, 0.00, 0.01], [0.00, -0.07, -0.06], [0.04, 0.00, -0.02], [0.00, -0.02, 0.02], [0.01, 0.01, -0.01], [0.00, 0.00, 0.00], [-0.04, 0.03, 0.00], [-0.03, 0.08, 0.04], [0.09, -0.03, -0.02], [0.11, 0.19, -0.02], [-0.01, 0.00, 0.02], [-0.03, 0.00, -0.01], [0.00, 0.01, 0.00], [0.00, 0.00, 0.00], [0.00, 0.00, 0.00], [-0.01, -0.01, -0.01], [0.00, 0.00, -0.01], [-0.02, 0.00, 0.00], [-0.01, 0.04, 0.11], [-0.01, 0.00, 0.02], [0.01, -0.01, 0.00], [0.00, 0.00, 0.00], [0.00, 0.00, 0.00], [0.00, 0.00, 0.00], [0.04, -0.03, 0.01], [-0.08, -0.03, -0.01], [0.00, -0.01, -0.01], [-0.01, 0.00, 0.01], [-0.02, 0.01, 0.01], [0.00, -0.01, -0.01], [0.00, -0.01, 0.00], [-0.01, -0.01, 0.00], [0.00, 0.00, 0.01], [-0.01, -0.01, 0.00], [0.01, 0.01, 0.01], [0.00, -0.01, 0.00], [0.00, 0.01, 0.00], [0.00, 0.00, 0.00], [0.03, 0.00, 0.01], [-0.05, 0.02, -0.01], [0.03, 0.03, 0.01], [0.00, -0.05, -0.06], [0.03, 0.11, 0.03], [0.05, -0.10, -0.09], [0.09, -0.11, 0.06], [0.00, 0.00, 0.00], [0.00, 0.00, 0.00], [0.00, 0.00, 0.00], [0.00, 0.00, 0.00], [0.00, 0.00, 0.00], [0.00, 0.01, -0.01], [0.00, 0.00, -0.04], [-0.01, -0.04, 0.04]]}

***

# 3
{"formula": "C25H38CoN4S3", "method": "ωB97M-V with the def2-TZVPD basis set", "lumo_energy_ev": [-3.6108, -3.6062], "total_charge": 1, "relative_energy_kj_mol": 0.0, "homo_ev": [-10.371, -10.372], "multiplicity": 1, "gap_ev": [6.7603, 6.7663], "molar_mass_g_mol": 549.7, "symbols": ["Co", "C", "N", "C", "C", "N", "C", "C", "C", "C", "C", "C", "C", "S", "C", "C", "C", "C", "C", "C", "S", "H", "H", "H", "H", "H", "H", "H", "H", "H", "H", "H", "H", "H", "H", "H", "H", "H", "H", "C", "C", "C", "C", "N", "C", "S", "N", "C", "C", "C", "C", "H", "H", "H", "H", "H", "H", "H", "H", "H", "H", "H", "H", "H", "H", "H", "H", "H", "H", "H", "H"], "coordinates": [[1.389, 1.206, 1.091], [1.124, 3.525, 2.937], [1.933, 3.037, 1.781], [1.704, 3.878, 0.584], [0.266, 3.718, 0.168], [-0.043, 2.260, 0.012], [0.087, 1.928, -1.427], [-1.393, 1.979, 0.506], [-2.514, 2.455, -0.167], [-3.778, 2.223, 0.342], [-3.917, 1.521, 1.535], [-2.802, 1.058, 2.208], [-1.518, 1.287, 1.703], [-0.119, 0.690, 2.579], [3.340, 3.094, 2.202], [3.964, 4.298, 2.497], [5.276, 4.293, 2.943], [5.945, 3.087, 3.107], [5.313, 1.889, 2.822], [3.998, 1.891, 2.360], [3.178, 0.400, 1.931], [1.337, 4.582, 3.105], [1.408, 2.951, 3.814], [0.062, 3.379, 2.771], [2.396, 3.546, -0.193], [1.924, 4.926, 0.797], [0.063, 4.247, -0.764], [-0.395, 4.136, 0.922], [-0.488, 2.625, -2.039], [-0.280, 0.930, -1.606], [1.136, 1.988, -1.720], [-2.403, 3.015, -1.088], [-4.649, 2.594, -0.181], [-4.902, 1.337, 1.942], [-2.912, 0.512, 3.137], [3.440, 5.240, 2.387], [5.772, 5.227, 3.166], [6.967, 3.080, 3.461], [5.831, 0.947, 2.948], [-1.996, -4.992, -0.477], [-1.880, -4.670, 1.010], [-0.943, -3.513, 1.344], [-1.381, -2.149, 0.821], [-1.044, -1.914, -0.591], [0.090, -1.390, -1.020], [1.376, -0.871, 0.035], [0.330, -1.317, -2.331], [-0.472, -1.928, -3.389], [-0.149, -3.401, -3.609], [-0.978, -4.018, -4.733], [-2.460, -4.142, -4.394], [-2.540, -5.923, -0.635], [-1.010, -5.104, -0.933], [-2.543, -4.219, -1.026], [-1.528, -5.558, 1.538], [-2.873, -4.453, 1.415], [0.072, -3.716, 0.987], [-0.867, -3.423, 2.430], [-0.904, -1.362, 1.394], [-2.462, -2.024, 0.912], [-1.664, -2.315, -1.278], [1.272, -1.031, -2.551], [-0.285, -1.358, -4.300], [-1.529, -1.775, -3.159], [-0.321, -3.953, -2.680], [0.917, -3.491, -3.832], [-0.575, -5.006, -4.957], [-0.851, -3.426, -5.644], [-2.601, -4.693, -3.460], [-2.997, -4.679, -5.175], [-2.945, -3.168, -4.288]], "forces_ev_per_angstrom": [[-0.57, 0.12, -0.25], [0.02, 0.00, -0.02], [0.02, -0.06, 0.26], [0.01, 0.01, 0.00], [-0.02, -0.02, 0.07], [0.03, -0.05, -0.13], [0.02, 0.08, 0.03], [0.03, 0.01, -0.03], [0.02, 0.00, -0.04], [-0.01, 0.01, 0.00], [-0.02, -0.02, 0.03], [-0.03, -0.03, 0.02], [-0.03, -0.07, -0.01], [0.25, 0.13, 0.00], [-0.03, 0.04, -0.04], [-0.01, 0.01, -0.01], [0.00, 0.02, 0.00], [0.02, -0.02, 0.01], [0.02, -0.01, 0.01], [0.04, -0.03, -0.02], [0.08, -0.18, 0.18], [0.01, 0.02, 0.00], [0.00, 0.00, 0.01], [0.02, 0.01, 0.00], [0.00, -0.01, -0.02], [0.00, 0.03, -0.01], [0.02, 0.02, -0.02], [-0.02, -0.01, 0.01], [0.01, 0.03, -0.01], [0.01, -0.09, -0.01], [-0.01, -0.01, 0.00], [0.00, -0.02, 0.02], [0.01, -0.01, 0.00], [0.02, 0.00, 0.00], [0.00, 0.02, -0.02], [0.01, -0.01, 0.00], [-0.01, 0.00, -0.01], [-0.01, 0.00, 0.00], [-0.01, 0.02, 0.00], [-0.01, 0.01, -0.01], [-0.01, -0.02, 0.01], [-0.01, 0.00, 0.00], [-0.04, 0.00, -0.07], [-0.03, -0.01, 0.07], [-0.18, 0.05, 0.13], [0.29, 0.11, -0.09], [0.08, -0.13, -0.03], [-0.03, 0.05, 0.01], [0.00, -0.02, 0.02], [0.00, 0.01, -0.01], [-0.03, -0.01, 0.01], [-0.01, 0.01, 0.00], [-0.02, -0.02, 0.02], [0.01, -0.01, 0.02], [0.01, 0.00, -0.01], [0.01, -0.01, 0.00], [0.00, -0.01, 0.00], [-0.01, 0.00, -0.01], [0.01, 0.03, 0.03], [0.00, 0.02, 0.00], [0.03, -0.02, 0.01], [-0.04, 0.06, -0.03], [0.03, -0.01, -0.01], [0.00, 0.01, -0.02], [0.02, 0.02, -0.02], [-0.01, 0.01, -0.01], [0.00, -0.01, 0.02], [0.00, -0.01, 0.00], [0.01, 0.01, -0.03], [0.01, 0.01, 0.00], [0.01, -0.01, 0.01]]}